ORCA calculation (the ωB97M-V functional and the def2-TZVPD basis) on a structure of composition C38H29BiO2PSSi.

The value obtained for the total energy is -2859.60451 Eh. For the HOMO energy (spin up / spin down), the calculation gives -6.2 / -6.5 eV. As for the HOMO-LUMO gap (spin up / spin down): 6.32 / 5.71 eV. For the LUMO energy (spin up / spin down), the calculation gives 0.12 / -0.84 eV.

ORCA input file:
```
! RIJCOSX wB97M-V def2-TZVPD def2/J DEFGRID3
* xyz 0 2
Bi -0.4918 -0.5034 -1.1668
O 2.4379 1.4643 3.0306
C 1.6488 1.5864 2.1204
O 1.9491 1.2303 0.8792
C 0.2740 2.1125 2.3339
C -0.1207 2.1275 3.6687
C -1.3749 2.5715 4.0418
C -2.2422 3.0294 3.0663
C -1.8521 3.0372 1.7361
C -0.5955 2.5827 1.3340
P -0.2615 2.4946 -0.4780
C 1.0670 3.7124 -0.8050
C 1.9144 4.2267 0.1714
C 2.9825 5.0424 -0.1785
C 3.2018 5.3744 -1.5064
C 2.3426 4.8928 -2.4864
C 1.2903 4.0619 -2.1379
C -1.7018 3.3718 -1.1939
C -2.7729 2.6207 -1.6770
C -3.8981 3.2445 -2.1975
C -3.9648 4.6290 -2.2465
C -2.9058 5.3874 -1.7665
C -1.7848 4.7640 -1.2401
H 0.5826 1.7670 4.4063
H -1.6702 2.5562 5.0825
H -3.2303 3.3828 3.3314
H -2.5538 3.3994 0.9985
H 1.7507 3.9955 1.2158
H 3.6474 5.4115 0.5920
H 4.0376 6.0061 -1.7782
H 2.5007 5.1530 -3.5253
H 0.6384 3.6715 -2.9127
H -2.7287 1.5385 -1.6428
H -4.7202 2.6453 -2.5673
H -4.8392 5.1169 -2.6579
H -2.9530 6.4685 -1.7980
H -0.9702 5.3677 -0.8606
C 2.8057 -0.7639 -3.8627
C 3.1250 -1.7312 -2.9230
C 3.3563 -1.3708 -1.6001
C 3.2693 -0.0394 -1.1974
C 2.9708 0.9253 -2.1650
C 2.7341 0.5721 -3.4834
Si 3.4658 0.4696 0.5824
C 4.8332 1.7320 0.7384
C 5.5557 2.0990 -0.4014
C 6.5425 3.0754 -0.3448
C 6.8237 3.7034 0.8576
C 6.1254 3.3476 2.0044
C 5.1417 2.3717 1.9471
C 3.6150 -1.0170 1.6734
C 4.7870 -1.2983 2.3762
C 4.8733 -2.4195 3.1902
C 3.7837 -3.2686 3.3180
C 2.6080 -3.0005 2.6292
C 2.5272 -1.8847 1.8097
H 2.6188 -1.0472 -4.8910
H 3.1867 -2.7716 -3.2166
H 3.5794 -2.1433 -0.8733
H 2.9180 1.9683 -1.8777
H 2.4971 1.3350 -4.2155
H 5.3417 1.6214 -1.3495
H 7.0896 3.3437 -1.2400
H 7.5915 4.4661 0.9042
H 6.3493 3.8315 2.9471
H 4.6060 2.1019 2.8468
H 5.6399 -0.6337 2.2932
H 5.7885 -2.6268 3.7304
H 3.8487 -4.1400 3.9576
H 1.7538 -3.6578 2.7317
H 1.6024 -1.6831 1.2765
S -1.8527 -0.9887 2.1306
C -1.3151 -0.8560 0.6762
*
```

---

ORCA calculation (the ωB97M-V functional and the def2-TZVPD basis) on a structure of composition C44H51BF4N6O2PSbSeY.

The value obtained for the total energy is -5631.61198 Eh. For the HOMO energy, the calculation gives -8.2 eV. As for the HOMO-LUMO gap: 4.67 eV. For the LUMO energy, the calculation gives -3.52 eV.

ORCA input file:
```
! RIJCOSX wB97M-V def2-TZVPD def2/J DEFGRID3
* xyz 1 1
Y 0.5884 -0.4923 0.2939
O 1.1608 -1.6436 7.4615
C 0.0252 -2.0263 6.6969
C 0.1806 -1.6674 5.2429
C -0.8432 -1.9801 4.3483
C -0.6829 -1.6439 3.0171
N 0.4100 -1.0270 2.5261
C 1.4175 -0.7127 3.3827
C 1.3226 -1.0248 4.7418
C 2.5827 -0.0365 2.7604
C 3.7078 0.4004 3.4637
C 4.7635 1.0269 2.7836
C 5.9806 1.4859 3.5360
O 6.6860 0.3719 4.0655
C 4.6610 1.1979 1.4054
C 3.5183 0.7447 0.7744
N 2.4966 0.1411 1.4150
H 0.9831 -1.9156 8.3776
H -0.8505 -1.5152 7.1101
H -0.1022 -3.1093 6.7965
H -1.7507 -2.4766 4.6747
H -1.4518 -1.8675 2.2835
H 2.1257 -0.7790 5.4276
H 3.7898 0.2643 4.5372
H 5.6945 2.1486 4.3592
H 6.6639 2.0405 2.8844
H 6.4991 -0.3945 3.4962
H 5.4470 1.6727 0.8281
H 3.3858 0.8550 -0.2981
F 4.2092 -2.8173 -0.5061
B 3.1038 -3.1659 0.3715
F 3.5964 -3.3288 1.7298
F 2.5018 -4.4104 -0.0781
F 2.1081 -2.1070 0.3409
C -5.1050 1.6411 -0.6303
C -5.5307 0.6124 0.3806
C -6.8918 0.5315 0.7275
C -7.3358 -0.4148 1.6521
C -6.4295 -1.2941 2.2416
C -5.0763 -1.2293 1.9086
C -4.6108 -0.2845 0.9837
Sb -2.4758 -0.3428 0.5906
C -2.4012 1.6979 1.4118
C -2.8901 1.7557 2.7295
C -2.9276 2.9549 3.4392
C -2.4703 4.1268 2.8471
C -1.9714 4.0992 1.5461
C -1.9261 2.8951 0.8161
C -1.3644 2.9291 -0.5628
C -2.6365 -0.5844 -1.5955
C -1.7708 0.1378 -2.4297
C -1.8044 -0.0095 -3.8167
C -2.6902 -0.9071 -4.4014
C -3.5318 -1.6720 -3.5984
C -3.5156 -1.5304 -2.1980
C -4.4154 -2.4270 -1.3920
H -5.9686 2.2338 -0.9997
H -4.6423 1.1512 -1.5078
H -4.3948 2.3544 -0.1794
H -7.6159 1.2015 0.2805
H -8.3857 -0.4671 1.9100
H -6.7762 -2.0283 2.9571
H -4.3831 -1.9189 2.3724
H -3.2491 0.8579 3.2155
H -3.3107 2.9735 4.4514
H -2.4973 5.0579 3.3984
H -1.6141 5.0241 1.1101
H -1.0467 3.9518 -0.8584
H -2.1416 2.6029 -1.2814
H -0.4625 2.2861 -0.5885
H -1.0457 0.8040 -2.0183
H -1.1309 0.5661 -4.4389
H -2.7111 -1.0261 -5.4770
H -4.1952 -2.3840 -4.0748
H -4.9561 -3.1530 -2.0358
H -5.1930 -1.8414 -0.8795
H -3.8150 -3.0073 -0.6596
Se -0.1138 -1.7814 -2.1324
C -0.5881 -2.6558 -3.7736
C 0.2845 -2.6214 -4.8649
C -0.0793 -3.2643 -6.0511
N -1.2711 -3.9147 -6.1361
C -2.1347 -3.9603 -5.0862
C -1.8078 -3.3299 -3.8827
H 1.2325 -2.1036 -4.7962
H 0.5858 -3.2462 -6.9042
H -3.0751 -4.4859 -5.1855
H -2.4943 -3.3656 -3.0466
C 3.4323 2.7655 -3.2602
N 4.0359 2.6613 -1.9198
C 5.1911 1.7477 -1.9709
N 4.7796 0.4631 -2.4605
C 4.1885 0.5672 -3.7811
N 3.0496 1.4642 -3.7286
C 1.9103 0.9032 -3.0282
P 2.4497 0.6768 -1.3224
C 3.0564 2.2948 -0.8728
C 3.9622 -0.2841 -1.5241
H 4.1731 3.2313 -3.9235
H 2.5879 3.4653 -3.2082
H 4.3963 3.5878 -1.6800
H 5.6407 1.6988 -0.9704
H 5.9479 2.2043 -2.6224
H 3.9055 -0.4189 -4.1736
H 4.9314 0.9444 -4.4969
H 1.6005 -0.0432 -3.4852
H 1.0456 1.5730 -3.0944
H 3.5743 2.3185 0.0915
H 2.2806 3.0672 -0.8569
H 3.7561 -1.2906 -1.9050
H 4.4871 -0.4185 -0.5718
H 0.4576 1.4167 1.0294
*
```